{"formula": "C18H23ClINO2PPmS", "method": "the ωB97M-V functional and the def2-TZVPD basis", "charge": 2, "s2": 6.007, "spin_multiplicity": 5, "orbital_gap_ev": [6.6, 6.6], "symbols": ["C", "C", "H", "H", "H", "O", "I", "Pm", "P", "C", "C", "H", "H", "H", "C", "H", "H", "H", "H", "H", "H", "C", "O", "Cl", "N", "S", "C", "C", "C", "C", "C", "C", "C", "C", "C", "C", "C", "C", "H", "H", "H", "H", "H", "H", "H", "H", "H", "H", "H"], "coordinates": [[-3.26358, 2.12338, -6.58408], [-3.33912, 0.86316, -5.91708], [-4.00463, 2.18727, -7.40747], [-2.22956, 2.22336, -6.97457], [-3.44467, 2.90910, -5.81872], [-3.50791, -0.12561, -5.29410], [-1.90315, 2.52021, -3.01340], [-0.26257, 0.60535, -1.69943], [1.77561, -1.29101, -2.63941], [2.01235, -3.09463, -2.62130], [1.52483, -1.02549, -4.45863], [3.51741, 0.37697, -2.53131], [4.02717, -1.11446, -3.41459], [3.95915, -1.08316, -1.61423], [3.50262, -0.71662, -2.53839], [1.36712, 0.04800, -4.66057], [2.45184, -1.37918, -4.94639], [2.76947, -3.33449, -3.38457], [1.06387, -3.60089, -2.84613], [0.64892, -1.59372, -4.80865], [2.35901, -3.40286, -1.62529], [-0.49394, -1.96212, -0.96974], [-0.59537, -2.81113, -0.19079], [1.67057, 2.26324, -1.35626], [-0.78049, 0.79574, 0.57372], [0.32157, 0.92266, 1.76258], [-0.33553, 1.94317, 3.08683], [-1.69988, 1.90804, 3.38524], [-2.18720, 2.65339, 4.47473], [-1.31243, 3.39694, 5.26678], [0.05153, 3.40517, 4.98594], [0.55264, 2.69710, 3.88649], [0.27214, -0.68815, 2.51380], [1.43312, -1.18110, 3.14271], [1.35970, -2.37193, 3.86504], [0.15412, -3.07926, 3.92719], [-0.96250, -2.63170, 3.21787], [-0.89329, -1.44516, 2.48204], [-1.69065, 1.20386, 0.80925], [-2.36888, 1.29502, 2.79109], [-3.25351, 2.63466, 4.68992], [-1.69689, 3.97186, 6.11117], [0.74332, 3.96498, 5.62031], [1.61262, 2.69530, 3.64679], [2.36379, -0.62188, 3.04364], [2.25640, -2.75178, 4.37788], [0.09603, -3.99314, 4.52017], [-1.89771, -3.20453, 3.23241], [-1.74344, -1.10394, 1.90149]]}

{"formula": "C18H23ClNO2", "method": "the ωB97M-V functional and the def2-TZVPD basis", "charge": 1, "smiles": "CC[NH2+]Cc1cc(Cl)c(OCc2ccccc2)c(OCC)c1", "relative_energy_ev": 0.870, "orbital_gap_ev": 7.9, "symbols": ["C", "C", "N", "C", "C", "C", "C", "Cl", "C", "O", "C", "C", "C", "C", "C", "C", "C", "C", "O", "C", "C", "C", "H", "H", "H", "H", "H", "H", "H", "H", "H", "H", "H", "H", "H", "H", "H", "H", "H", "H", "H", "H", "H", "H", "H"], "coordinates": [[2.95549, 4.79798, -1.38859], [2.30143, 4.31262, -0.10907], [3.18797, 3.34815, 0.59650], [2.56405, 2.72211, 1.81414], [1.44947, 1.81073, 1.39601], [0.13680, 2.23336, 1.43926], [-0.89817, 1.41040, 0.99941], [-2.49174, 2.10063, 1.09797], [-0.63462, 0.13364, 0.50845], [-1.46001, -0.79454, 0.02861], [-2.87472, -0.72432, 0.09654], [-3.44860, -2.03221, -0.39639], [-2.65305, -3.15465, -0.57051], [-3.21474, -4.34046, -1.01335], [-4.57069, -4.41450, -1.27854], [-5.36808, -3.29559, -1.10251], [-4.80959, -2.10854, -0.66549], [0.73093, -0.29934, 0.48221], [0.88995, -1.54795, 0.01692], [2.17498, -2.14824, 0.00690], [2.00176, -3.58010, -0.47213], [1.74645, 0.53520, 0.90552], [2.29623, 5.50326, -1.88552], [3.89513, 5.30764, -1.18784], [3.13768, 3.97507, -2.07574], [2.10374, 5.14800, 0.56454], [1.36027, 3.80212, -0.32195], [3.41842, 2.58956, -0.05850], [4.06192, 3.82454, 0.84783], [2.19686, 3.52226, 2.45715], [3.34251, 2.16732, 2.34102], [-0.11696, 3.20630, 1.82856], [-3.24967, 0.09459, -0.52911], [-3.19641, -0.55462, 1.13253], [-1.59579, -3.09330, -0.36612], [-2.58936, -5.21014, -1.14980], [-5.00661, -5.34012, -1.62225], [-6.42640, -3.34657, -1.30854], [-5.43185, -1.23532, -0.53049], [2.60425, -2.13212, 1.01759], [2.84033, -1.59714, -0.67262], [1.35052, -4.12203, 0.20730], [2.96655, -4.07653, -0.51170], [1.55437, -3.58809, -1.46181], [2.76902, 0.19099, 0.89363]]}

{"formula": "C18H23ClNO2", "method": "the ωB97M-V functional and the def2-TZVPD basis", "charge": 1, "smiles": "CC[NH2+]Cc1cc(Cl)c(OCc2ccccc2)c(OCC)c1", "relative_energy_ev": 0.825, "orbital_gap_ev": 8.4, "symbols": ["C", "C", "N", "C", "C", "C", "C", "Cl", "C", "O", "C", "C", "C", "C", "C", "C", "C", "C", "O", "C", "C", "C", "H", "H", "H", "H", "H", "H", "H", "H", "H", "H", "H", "H", "H", "H", "H", "H", "H", "H", "H", "H", "H", "H", "H"], "coordinates": [[-4.70247, -0.85671, 2.64266], [-4.44043, 0.10076, 1.49584], [-4.54403, -0.60696, 0.19178], [-4.18743, 0.24669, -0.98621], [-2.71389, 0.54017, -0.96647], [-2.23690, 1.81432, -0.71248], [-0.86939, 2.05133, -0.71656], [-0.36209, 3.69403, -0.50912], [0.06397, 1.02884, -0.92848], [1.39718, 1.22782, -0.99035], [2.07622, 1.99957, 0.01642], [3.30101, 1.21808, 0.41242], [4.40967, 1.19955, -0.42464], [5.52046, 0.44416, -0.09529], [5.53226, -0.30040, 1.07269], [4.42971, -0.28864, 1.90964], [3.31572, 0.46373, 1.57831], [-0.43266, -0.27815, -1.17402], [0.28367, -1.38676, -1.40541], [1.71148, -1.42156, -1.41656], [2.11497, -2.84170, -1.77632], [-1.81150, -0.48844, -1.19314], [-5.70079, -1.28418, 2.58309], [-3.97233, -1.66231, 2.65924], [-4.62774, -0.32216, 3.58479], [-5.16662, 0.91536, 1.50014], [-3.43713, 0.52560, 1.56184], [-3.88713, -1.39944, 0.20241], [-5.49379, -0.98331, 0.09134], [-4.76981, 1.16732, -0.93963], [-4.45440, -0.29884, -1.89374], [-2.90899, 2.64167, -0.55429], [1.42498, 2.15897, 0.87946], [2.35949, 2.96520, -0.41410], [4.39728, 1.78050, -1.33444], [6.37971, 0.43904, -0.74838], [6.40062, -0.88644, 1.33198], [4.43634, -0.86515, 2.82242], [2.45692, 0.47267, 2.23581], [2.10222, -1.15459, -0.42891], [2.09784, -0.71302, -2.15353], [1.72642, -3.10745, -2.75532], [1.72454, -3.54310, -1.04406], [3.19787, -2.91405, -1.79252], [-2.14103, -1.49201, -1.41828]]}

{"formula": "C18H23F2N5O4Pd", "method": "the ωB97M-V functional and the def2-TZVPD basis", "charge": -2, "orbital_gap_ev": 4.7, "symbols": ["Pd", "C", "C", "N", "C", "C", "N", "C", "C", "N", "H", "H", "H", "H", "H", "H", "H", "H", "H", "H", "H", "H", "H", "H", "H", "F", "C", "C", "C", "C", "C", "C", "H", "H", "H", "H", "F", "C", "C", "N", "C", "C", "O", "O", "C", "O", "N", "C", "O", "H", "H", "H", "H"], "coordinates": [[0.79819, 0.43852, -0.04421], [4.30724, -0.38948, 0.13205], [4.05629, -1.12694, 1.47496], [2.69770, -1.35264, 1.92413], [2.12461, -2.67042, 1.69290], [0.83736, -2.65659, 0.85855], [0.86959, -1.82032, -0.34619], [1.69695, -2.35138, -1.42629], [3.20688, -2.11095, -1.27004], [3.50299, -0.70973, -1.02999], [4.17386, 0.68163, 0.30100], [5.37450, -0.54384, -0.09611], [4.56424, -2.09914, 1.46271], [4.59804, -0.53198, 2.22526], [2.01862, -0.66478, 1.57748], [2.86978, -3.32995, 1.23464], [1.86104, -3.15113, 2.64765], [0.60204, -3.69906, 0.58764], [0.00127, -2.28572, 1.45059], [-0.10058, -1.81319, -0.67666], [1.53482, -3.43546, -1.54652], [1.36667, -1.86510, -2.34690], [3.60783, -2.74960, -0.47808], [3.68094, -2.46046, -2.20043], [2.58835, -0.24072, -0.90979], [1.19007, 6.57195, 1.11516], [1.07072, 5.22338, 0.83992], [0.10123, 4.48689, 1.48197], [0.00002, 3.12468, 1.19391], [0.83188, 2.44637, 0.27989], [1.78998, 3.28160, -0.33638], [1.92462, 4.64562, -0.07329], [-0.56429, 4.96982, 2.18942], [-0.77372, 2.56789, 1.71207], [2.47290, 2.84724, -1.06028], [2.67729, 5.25246, -0.56611], [-3.58376, 2.73179, 0.50630], [-4.16642, 1.75719, -0.20422], [-3.83114, 0.47041, -0.03028], [-4.44157, -0.54664, -0.73251], [-4.14856, -1.95546, -0.40422], [-2.64107, -2.16953, -0.10085], [-1.95452, -2.62947, -1.03547], [-2.29364, -1.85070, 1.05577], [-5.40943, -0.28691, -1.66647], [-6.02419, -1.13487, -2.29345], [-5.68148, 1.05803, -1.84991], [-5.16848, 2.15585, -1.16700], [-5.57057, 3.28073, -1.40245], [-3.05644, 0.15178, 0.66167], [-4.46860, -2.54414, -1.25574], [-4.72884, -2.22473, 0.48165], [-6.39123, 1.25723, -2.53745]]}